Version P
Density functional theory data (ωB97M-V with the def2-TZVPD basis set) for an isolated molecule of C3H3N5.

Output
total charge: 0
M: 109.092 g mol⁻¹
SMILES: N=c1nnccnn1
HOMO level: -9.1215 eV

Cartesian coordinates (Å):
1 N 2.215 0.386 0.516
2 C 1.358 0.022 -0.349
3 N 0.510 1.227 -0.959
4 N -0.679 1.579 -0.673
5 C -1.291 0.573 0.198
6 C -1.205 -0.716 0.196
7 N -0.459 -1.305 -0.628
8 N 0.746 -1.215 -0.985
9 H 2.458 -0.489 0.851
10 H -1.844 1.241 0.862
11 H -1.812 -1.304 0.971

Atom charges from the natural (NBO) analysis, given in e for atoms 1 to 4: number 1, N, carries -0.571; number 2, C, carries 0.433; number 3, N, carries -0.146; number 4, N, carries -0.107

=====

Version Q
Density functional theory data (ωB97M-V with the def2-TZVPD basis set) for an isolated molecule of C3H3N5.

Output
total charge: 0
M: 109.092 g mol⁻¹
SMILES: [H]/N=c1/ccnnnn1
HOMO level: -9.5636 eV

Cartesian coordinates (Å):
1 H -2.520 -0.753 0.933
2 N -2.093 0.201 0.757
3 C -1.116 0.104 -0.012
4 C -0.304 1.339 -0.514
5 C 1.017 1.244 -0.238
6 N 1.576 0.269 0.680
7 N 1.259 -0.896 0.579
8 N 0.509 -1.383 -0.575
9 N -0.675 -1.002 -0.734
10 H -0.771 2.248 -0.825
11 H 1.684 2.055 -0.467

Atom charges from the natural (NBO) analysis, given in e for atoms 1 to 4: number 1, H, carries 0.352; number 2, N, carries -0.575; number 3, C, carries 0.322; number 4, C, carries -0.224

=====

Version R
Density functional theory data (ωB97M-V with the def2-TZVPD basis set) for an isolated molecule of C3H3N5.

Output
total charge: 0
M: 109.092 g mol⁻¹
SMILES: [H]/N=c1/nccnnn1
HOMO level: -9.9256 eV

Cartesian coordinates (Å):
1 H 0.560 2.539 -0.170
2 N 0.049 2.017 0.526
3 C -0.427 0.929 -0.063
4 N -1.422 0.051 0.281
5 C -0.937 -1.032 0.401
6 C 0.532 -1.097 0.426
7 N 1.513 -0.445 -0.245
8 N 0.918 -0.071 -1.461
9 N -0.061 0.662 -1.443
10 H -1.664 -1.989 0.238
11 H 0.938 -1.563 1.511

Atom charges from the natural (NBO) analysis, given in e for atoms 1 to 4: number 1, H, carries 0.351; number 2, N, carries -0.617; number 3, C, carries 0.457; number 4, N, carries -0.366

=====

Version S
Density functional theory data (ωB97M-V with the def2-TZVPD basis set) for an isolated molecule of C3H3N5.

Output
total charge: 0
M: 109.092 g mol⁻¹
SMILES: c1n[nH]c2n[nH]nc12
HOMO level: -9.2755 eV

Cartesian coordinates (Å):
1 C 1.325 1.098 -0.014
2 N 2.009 -0.019 -0.052
3 N 1.184 -1.101 -0.027
4 C -0.076 -0.660 0.119
5 N -1.370 -1.155 -0.047
6 N -2.015 -0.005 -0.063
7 N -1.393 1.136 -0.009
8 C -0.049 0.756 0.035
9 H 1.882 2.004 -0.037
10 H 1.562 -2.056 0.022
11 H -3.058 0.003 0.072

Atom charges from the natural (NBO) analysis, given in e for atoms 1 to 4: number 1, C, carries -0.057; number 2, N, carries -0.215; number 3, N, carries -0.373; number 4, C, carries 0.216

=====

Most stable: version S (next structure +2.665 eV)

=====

Version P
Density functional theory data (ωB97M-V with the def2-TZVPD basis set) for a cluster of 4 separate species, C3H15NO3S in total.

Output
total charge: 0
M: 145.224 g mol⁻¹
SMILES: NCCCS.O.O.O
HOMO level: -9.0700 eV

Cartesian coordinates (Å):
1 N 0.058 -1.423 2.279
2 C 0.357 -1.363 0.709
3 C -0.429 -0.157 0.012
4 C 0.187 0.092 -1.316
5 S -0.675 1.662 -2.055
6 H 0.016 -2.393 2.481
7 H -0.836 -0.820 2.234
8 H 1.404 -1.472 0.605
9 H 0.067 -2.246 0.196
10 H -1.401 -0.564 -0.306
11 H -0.475 0.608 0.861
12 H -0.160 -0.628 -1.983
13 H 1.325 0.380 -1.041
14 H -0.469 1.370 -3.291
15 O 3.849 1.420 0.094
16 H 3.415 1.968 0.765
17 H 3.053 1.051 -0.391
18 O 1.005 1.502 2.454
19 H 1.308 0.541 2.626
20 H 1.545 2.078 2.990
21 O -4.234 -0.566 -2.292
22 H -4.055 -1.111 -3.050
23 H -4.854 0.073 -2.581

Atom charges from the natural (NBO) analysis, given in e for atoms 1 to 4: number 1, N, carries -0.876; number 2, C, carries -0.226; number 3, C, carries -0.469; number 4, C, carries -0.437

=====

Version Q
Density functional theory data (ωB97M-V with the def2-TZVPD basis set) for a cluster of 4 separate species, C3H15NO3S in total.

Output
total charge: 0
M: 145.224 g mol⁻¹
SMILES: CNCCS.O.O.O
HOMO level: -8.4851 eV

Cartesian coordinates (Å):
1 C 0.758 2.244 1.088
2 N -0.168 1.416 0.314
3 C 0.520 0.754 -0.826
4 C -0.512 0.095 -1.721
5 S 0.093 -1.231 -2.726
6 H 1.585 1.683 1.543
7 H 1.216 3.036 0.488
8 H 0.185 2.725 1.887
9 H -0.886 2.055 -0.008
10 H 1.169 0.030 -0.351
11 H 1.142 1.492 -1.343
12 H -1.026 0.808 -2.378
13 H -1.229 -0.304 -1.003
14 H 1.154 -1.716 -2.075
15 O -0.686 -2.292 0.655
16 H -1.419 -1.708 0.878
17 H -1.003 -3.143 0.405
18 O 1.843 -2.083 -0.229
19 H 2.533 -2.445 0.323
20 H 0.984 -2.253 0.193
21 O -2.136 -0.055 1.806
22 H -1.304 0.288 1.479
23 H -2.815 0.604 1.602

Atom charges from the natural (NBO) analysis, given in e for atoms 1 to 4: number 1, C, carries -0.415; number 2, N, carries -0.650; number 3, C, carries -0.240; number 4, C, carries -0.548

=====

Most stable: version Q (next structure +2.026 eV)

=====

Version P
Density functional theory data (ωB97M-V with the def2-TZVPD basis set) for a cluster of 2 separate species, C3H10NOS in total.

Output
total charge: -2
M: 108.186 g mol⁻¹
2S+1: 2
HOMO level (alpha / beta): 4.1153 / -0.0628 eV

Cartesian coordinates (Å):
1 C -2.023 -1.077 -0.909
2 N -1.086 -1.826 -0.185
3 C -0.236 -1.042 0.750
4 C 1.048 -0.355 0.365
5 S 1.275 1.031 1.669
6 H -1.885 0.016 -0.771
7 H -2.027 -1.390 -1.958
8 H -3.050 -1.110 -0.389
9 H -0.411 -2.364 -0.658
10 H 0.053 -1.744 1.666
11 H -0.858 -0.190 0.988
12 H 1.761 -1.154 0.473
13 H 1.053 0.078 -0.663
14 H 2.492 3.424 -0.755
15 H 1.580 3.668 0.413
16 O 2.314 4.036 -0.037

Atom charges from the natural (NBO) analysis, given in e for atoms 1 to 4: number 1, C, carries -1.140; number 2, N, carries -0.682; number 3, C, carries -0.235; number 4, C, carries -0.529

=====

Version Q
Density functional theory data (ωB97M-V with the def2-TZVPD basis set) for a cluster of 2 separate species, C3H10NOS in total.

Output
total charge: -2
M: 108.186 g mol⁻¹
2S+1: 2
HOMO level (alpha / beta): 3.9109 / -0.4437 eV

Cartesian coordinates (Å):
1 C 2.033 -1.127 0.735
2 N 1.108 0.024 0.603
3 C -0.048 -0.270 -0.274
4 C -0.358 0.839 -1.296
5 S -2.176 0.946 -1.669
6 H 1.654 -1.934 1.382
7 H 2.987 -0.803 1.155
8 H 2.208 -1.611 -0.233
9 H 1.696 0.687 0.104
10 H 0.046 -1.191 -0.853
11 H -0.882 -0.470 0.405
12 H 0.183 0.561 -2.202
13 H 0.027 1.818 -0.996
14 H -2.996 0.718 0.262
15 H -2.316 1.041 1.617
16 O -3.166 0.773 1.259

Atom charges from the natural (NBO) analysis, given in e for atoms 1 to 4: number 1, C, carries -1.175; number 2, N, carries -0.653; number 3, C, carries -0.242; number 4, C, carries -0.515

=====

Most stable: version Q (next structure +1.238 eV)

=====

Version P
Density functional theory data (ωB97M-V with the def2-TZVPD basis set) for a cluster of 3 separate species, C5H17NO2S in total.

Output
total charge: 0
M: 155.263 g mol⁻¹
SMILES: CCN[C@@H](C)CS.O.O
HOMO level: -7.7702 eV

Cartesian coordinates (Å):
1 C 1.890 -1.792 0.925
2 C 0.992 -0.603 1.319
3 N 0.269 0.080 0.301
4 C 0.836 1.162 -0.445
5 C 1.803 0.741 -1.531
6 C -0.266 2.105 -0.984
7 S -1.732 1.333 -1.672
8 H 2.916 -1.454 0.778
9 H 1.851 -2.555 1.703
10 H 1.430 -2.269 0.060
11 H 1.515 0.138 1.942
12 H 0.261 -0.960 2.064
13 H -0.575 -0.287 -0.087
14 H 1.348 1.778 0.282
15 H 2.586 0.098 -1.159
16 H 1.284 0.329 -2.406
17 H 2.285 1.612 -2.001
18 H -0.511 2.869 -0.250
19 H 0.173 2.562 -1.872
20 H -2.374 0.919 -0.569
21 O -2.056 -2.728 -0.746
22 H -2.205 -2.649 -1.698
23 H -2.849 -2.385 -0.319
24 O -2.637 0.444 1.953
25 H -2.657 1.072 2.689
26 H -3.577 0.437 1.721

Atom charges from the natural (NBO) analysis, given in e for atoms 1 to 4: number 1, C, carries -0.635; number 2, C, carries -0.208; number 3, N, carries -0.668; number 4, C, carries -0.047

=====

Version Q
Density functional theory data (ωB97M-V with the def2-TZVPD basis set) for a cluster of 3 separate species, C5H17NO2S in total.

Output
total charge: 0
M: 155.263 g mol⁻¹
SMILES: CNCCCCS.O.O
HOMO level: -9.2265 eV

Cartesian coordinates (Å):
1 C -1.130 1.952 2.135
2 N -0.198 1.198 1.288
3 C -0.995 0.403 0.354
4 C -0.134 0.000 -0.854
5 C 1.112 -0.887 -0.500
6 C 0.869 -2.226 0.204
7 S 0.402 -3.463 -1.039
8 H -2.190 1.816 2.142
9 H -0.962 1.721 3.243
10 H -1.049 3.051 1.875
11 H 0.416 0.517 1.762
12 H -1.480 -0.669 0.792
13 H -1.962 0.858 -0.054
14 H 0.168 0.822 -1.458
15 H -0.788 -0.454 -1.634
16 H 1.712 -1.062 -1.375
17 H 1.814 -0.313 0.164
18 H -0.017 -2.020 0.844
19 H 1.752 -2.367 0.814
20 H -0.574 -3.992 -0.345
21 O -1.837 0.253 -3.400
22 H -0.862 0.347 -3.369
23 H -1.975 -0.625 -3.179
24 O 2.913 1.489 0.499
25 H 2.931 2.365 0.221
26 H 2.063 1.285 0.869

Atom charges from the natural (NBO) analysis, given in e for atoms 1 to 4: number 1, C, carries -0.430; number 2, N, carries -0.663; number 3, C, carries -0.215; number 4, C, carries -0.426

=====

Most stable: version P (next structure +1.379 eV)